# 1
{"formula": "C56H50BrCrN9O5PS", "method": "wB97M-V/def2-TZVPD", "symbols": ["Cr", "N", "C", "C", "C", "C", "C", "C", "P", "C", "C", "C", "C", "C", "C", "C", "C", "C", "C", "C", "C", "H", "H", "H", "H", "H", "H", "H", "H", "H", "H", "H", "H", "H", "H", "H", "H", "C", "N", "C", "N", "C", "N", "C", "C", "C", "C", "C", "C", "C", "N", "N", "C", "O", "C", "C", "C", "C", "C", "C", "N", "C", "N", "C", "N", "C", "H", "H", "H", "H", "H", "H", "H", "H", "H", "H", "H", "H", "H", "H", "H", "H", "C", "C", "C", "C", "H", "H", "H", "H", "H", "H", "H", "H", "H", "O", "C", "O", "C", "C", "C", "C", "S", "C", "C", "H", "H", "H", "H", "H", "Br", "C", "C", "C", "C", "C", "C", "C", "O", "O", "H", "H", "H", "H"], "positions_angstrom": [[0.537, 0.221, -0.020], [-2.388, -1.642, -0.231], [-2.012, -2.782, -0.908], [-2.981, -3.485, -1.640], [-2.658, -4.626, -2.342], [-1.356, -5.112, -2.332], [-0.381, -4.412, -1.645], [-0.672, -3.236, -0.941], [0.686, -2.277, -0.154], [2.163, -3.074, -0.853], [2.924, -4.029, -0.190], [4.020, -4.602, -0.822], [4.355, -4.238, -2.118], [3.586, -3.298, -2.793], [2.502, -2.713, -2.159], [0.571, -2.845, 1.594], [-0.646, -3.308, 2.098], [-0.794, -3.581, 3.452], [0.266, -3.396, 4.324], [1.496, -2.981, 3.826], [1.646, -2.706, 2.478], [-1.941, -1.398, 0.641], [-3.375, -1.444, -0.171], [-4.001, -3.115, -1.634], [-3.427, -5.154, -2.893], [-1.100, -6.021, -2.860], [0.636, -4.779, -1.662], [2.657, -4.344, 0.809], [4.613, -5.340, -0.296], [5.212, -4.689, -2.604], [3.830, -3.023, -3.812], [1.902, -1.976, -2.682], [-1.485, -3.475, 1.436], [-1.749, -3.926, 3.826], [0.139, -3.588, 5.383], [2.343, -2.870, 4.493], [2.604, -2.382, 2.111], [-0.149, 4.656, 3.394], [0.016, 3.384, 2.709], [0.093, 3.109, 1.413], [0.082, 1.801, 1.247], [-0.039, 1.314, 2.521], [-0.055, 2.241, 3.433], [-1.584, 4.836, 3.848], [-1.886, 5.164, 5.160], [-3.210, 5.267, 5.572], [-4.243, 5.032, 4.684], [-3.944, 4.707, 3.365], [-2.620, 4.620, 2.953], [-5.000, 4.415, 2.403], [-6.282, 4.465, 2.535], [-6.819, 4.072, 1.315], [-5.821, 3.821, 0.541], [-4.640, 4.024, 1.162], [-5.791, 3.378, -0.848], [-6.953, 3.078, -1.551], [-6.858, 2.654, -2.866], [-5.619, 2.513, -3.480], [-4.457, 2.808, -2.780], [-3.097, 2.659, -3.421], [-2.244, 1.668, -2.759], [-1.626, 1.714, -1.582], [-0.910, 0.618, -1.423], [-1.133, -0.089, -2.568], [-1.929, 0.517, -3.403], [-4.555, 3.254, -1.472], [0.163, 5.445, 2.713], [0.508, 4.647, 4.258], [0.216, 3.851, 0.638], [-0.044, 0.267, 2.775], [-1.087, 5.335, 5.874], [-3.433, 5.508, 6.603], [-5.279, 5.087, 4.996], [-2.404, 4.348, 1.928], [-7.912, 3.182, -1.058], [-7.759, 2.420, -3.420], [-5.560, 2.169, -4.507], [-2.572, 3.613, -3.431], [-3.197, 2.308, -4.442], [-1.711, 2.509, -0.859], [-0.709, -1.061, -2.770], [-3.666, 3.509, -0.911], [1.551, 2.993, -2.270], [2.514, 2.023, -1.581], [3.858, 2.010, -2.316], [1.952, 0.600, -1.521], [1.987, 3.993, -2.335], [0.609, 3.068, -1.720], [1.326, 2.653, -3.288], [2.693, 2.381, -0.566], [3.731, 1.637, -3.338], [4.568, 1.355, -1.803], [4.288, 3.013, -2.363], [2.756, -0.100, -1.280], [1.554, 0.321, -2.503], [-4.586, -3.926, 6.578], [-3.906, -2.758, 6.702], [-3.477, -2.460, 7.783], [-3.725, -1.936, 5.477], [-4.228, -2.271, 4.218], [-3.993, -1.467, 3.118], [-3.246, -0.278, 3.223], [-2.924, 0.714, 1.828], [-2.765, 0.064, 4.502], [-2.996, -0.752, 5.594], [-4.896, -4.045, 5.676], [-4.821, -3.168, 4.064], [-4.393, -1.746, 2.151], [-2.197, 0.978, 4.616], [-2.622, -0.487, 6.576], [6.975, -2.831, 1.028], [5.976, -1.596, 2.068], [6.371, -1.331, 3.368], [5.651, -0.409, 4.115], [4.558, 0.243, 3.562], [4.166, -0.046, 2.263], [4.872, -0.977, 1.505], [2.975, 0.655, 1.660], [2.923, 1.872, 1.694], [2.079, -0.161, 1.154], [7.236, -1.831, 3.786], [5.953, -0.194, 5.132], [4.003, 0.980, 4.129], [4.566, -1.201, 0.490]], "forces_ev_per_a": [[1.1, 0.1, -0.1], [0.2, -0.4, -0.2], [0.1, 0.0, 0.0], [0.0, 0.0, 0.0], [0.0, 0.0, 0.0], [0.1, -0.1, 0.0], [0.0, 0.0, 0.0], [0.0, 0.2, -0.2], [-0.7, -1.0, 0.3], [0.1, 0.4, -0.1], [0.0, 0.0, 0.0], [0.0, 0.0, 0.0], [0.0, 0.0, 0.0], [0.0, 0.0, 0.0], [0.0, 0.0, 0.1], [0.0, 0.2, 0.1], [0.0, 0.0, 0.0], [-0.1, 0.1, 0.0], [0.1, 0.0, 0.0], [0.0, -0.1, 0.1], [-0.1, 0.0, 0.0], [0.0, 0.2, 0.1], [0.0, 0.1, 0.0], [0.0, 0.0, 0.0], [0.0, 0.0, 0.0], [0.0, 0.0, 0.0], [0.0, 0.0, 0.0], [0.0, 0.0, 0.0], [0.0, 0.0, 0.0], [0.0, 0.0, 0.0], [0.0, 0.0, 0.1], [0.1, 0.0, 0.0], [0.0, 0.0, 0.1], [0.0, 0.0, 0.0], [0.0, 0.0, -0.1], [0.0, 0.0, 0.0], [0.2, 0.1, 0.0], [-0.3, -0.1, 0.0], [0.0, 0.1, 0.2], [0.2, 0.0, -0.1], [0.0, -0.1, 0.0], [0.3, 0.1, 0.2], [-0.1, 0.1, -0.1], [0.0, 0.0, 0.0], [0.1, 0.0, 0.1], [0.0, 0.0, 0.1], [-0.1, 0.0, 0.0], [0.1, 0.0, 0.0], [0.0, 0.0, -0.1], [-0.3, 0.0, -0.1], [0.0, 0.0, 0.0], [-0.1, 0.0, 0.0], [-0.1, 0.1, 0.2], [0.3, 0.0, -0.1], [0.2, 0.0, 0.0], [0.0, 0.0, 0.0], [-0.1, 0.0, 0.0], [0.0, 0.0, 0.0], [0.0, 0.0, 0.0], [-0.2, 0.0, 0.2], [0.0, 0.1, -0.2], [-0.1, 0.0, 0.1], [0.0, -0.1, -0.2], [0.1, 0.0, 0.1], [-0.1, 0.1, 0.0], [0.0, 0.0, 0.0], [0.0, 0.0, 0.0], [0.1, 0.0, 0.0], [0.0, 0.0, 0.1], [-0.1, 0.0, 0.0], [0.0, -0.1, 0.0], [0.0, 0.0, 0.0], [0.1, 0.0, 0.0], [0.0, -0.1, 0.0], [0.0, 0.0, 0.0], [0.0, 0.0, 0.0], [0.0, 0.0, 0.0], [0.1, 0.0, 0.0], [0.1, 0.0, -0.1], [0.0, -0.1, -0.1], [0.0, 0.1, 0.0], [0.0, 0.0, 0.0], [0.1, -0.1, 0.1], [-0.2, 0.0, -0.1], [0.0, -0.1, 0.1], [0.1, 0.1, 0.1], [0.0, 0.0, 0.0], [0.0, 0.0, -0.1], [0.0, 0.0, 0.1], [0.0, 0.0, 0.1], [0.0, 0.0, 0.0], [0.0, 0.1, 0.0], [0.0, 0.0, 0.0], [-0.1, 0.0, 0.1], [-0.1, 0.0, 0.0], [0.0, -0.1, 0.1], [0.0, 0.0, -0.1], [0.1, 0.1, 0.1], [0.0, 0.0, 0.0], [0.0, 0.0, 0.0], [0.1, 0.0, 0.1], [0.0, 0.0, 0.0], [-0.2, 0.1, -0.2], [0.0, -0.2, 0.0], [0.0, 0.1, 0.0], [0.0, 0.0, -0.1], [0.0, 0.0, 0.0], [0.0, 0.0, 0.0], [0.0, 0.0, 0.0], [0.0, 0.0, 0.0], [0.0, 0.0, 0.0], [-0.1, 0.0, -0.1], [0.1, 0.0, 0.1], [0.0, 0.0, 0.0], [0.0, 0.1, 0.0], [-0.1, -0.3, -0.2], [0.0, 0.0, 0.1], [-0.2, -0.3, 0.0], [-0.2, 0.0, 0.0], [0.3, 0.5, 0.1], [-0.1, 0.0, 0.0], [0.0, 0.0, 0.0], [0.0, 0.0, 0.0], [0.0, 0.0, 0.0]], "lowdin_spin": [3.16, 0.00, 0.00, 0.00, 0.00, 0.00, 0.00, 0.00, -0.01, 0.00, 0.00, 0.00, 0.00, 0.00, 0.00, 0.00, 0.00, 0.00, 0.00, 0.00, 0.00, 0.00, 0.00, 0.00, 0.00, 0.00, 0.00, 0.00, 0.00, 0.00, 0.00, 0.00, 0.00, 0.00, 0.00, 0.00, 0.00, 0.00, 0.00, 0.01, 0.00, 0.01, 0.00, 0.00, 0.00, 0.00, 0.00, 0.00, 0.00, 0.00, 0.00, 0.00, 0.00, 0.00, 0.00, 0.00, 0.00, 0.00, 0.00, 0.00, 0.00, 0.01, 0.00, 0.01, 0.00, 0.00, 0.00, 0.00, 0.00, 0.00, 0.00, 0.00, 0.00, 0.00, 0.00, 0.00, 0.00, 0.00, 0.00, 0.00, 0.00, 0.00, 0.00, -0.02, -0.01, -0.19, 0.00, 0.00, 0.00, 0.00, 0.00, 0.00, 0.00, 0.00, -0.01, 0.00, 0.00, 0.00, 0.00, 0.00, 0.00, 0.00, 0.00, 0.00, 0.00, 0.00, 0.00, 0.00, 0.00, 0.00, 0.00, 0.00, 0.00, 0.00, 0.00, 0.00, 0.00, 0.01, 0.01, 0.01, 0.00, 0.00, 0.00, 0.00], "lumo_ev": [-0.7, -0.1], "spin_multiplicity": 4, "s_squared": 3.92, "e_homo_ev": [-6.632, -6.637]}

=====

# 2
{"formula": "C4H10NO2", "method": "wB97M-V/def2-TZVPD", "symbols": ["C", "C", "C", "C", "N", "O", "O", "H", "H", "H", "H", "H", "H", "H", "H", "H", "H"], "positions_angstrom": [[0.344, 1.195, -1.665], [-0.142, 0.698, -3.038], [0.116, 0.721, -0.463], [0.473, 1.154, 0.884], [-0.324, -1.877, 2.419], [0.927, 2.384, 0.858], [0.494, 0.494, 1.850], [0.785, 2.182, -1.600], [-0.704, 1.420, -3.442], [0.851, 0.721, -3.663], [-0.606, -0.224, -2.946], [-0.337, -0.260, -0.470], [-0.190, -0.850, 2.267], [-1.349, -1.919, 2.571], [-0.033, -2.320, 1.539], [1.299, 2.444, 1.768], [0.185, -1.980, 3.299]], "forces_ev_per_a": [[-0.5, 2.0, -0.8], [6.0, -0.1, 2.1], [-1.3, -3.2, 0.3], [0.6, 2.7, -5.7], [-1.6, 1.2, 0.3], [0.7, 0.5, 1.8], [-0.3, -2.5, 4.1], [0.4, 0.2, -0.7], [-2.4, 2.6, -1.5], [-2.0, -0.6, 0.8], [-0.8, -1.8, -0.2], [-0.4, -0.4, 0.3], [0.5, 0.5, -0.7], [0.7, -0.7, 0.0], [0.2, -0.4, 0.9], [0.0, 1.0, -0.5], [0.2, -1.1, -0.4]], "lowdin_charge": [-0.08, -0.02, -0.04, -0.56, 0.29, 0.17, 0.10, 0.12, 0.03, 0.14, 0.05, 0.10, 0.06, 0.17, 0.16, 0.16, 0.16], "lumo_ev": -3.6, "charge": 1, "spin_multiplicity": 1, "e_homo_ev": -13.817}

=====

# 3
{"formula": "C4H6BrFO", "method": "wB97M-V/def2-TZVPD", "symbols": ["C", "C", "C", "C", "O", "F", "Br", "H", "H", "H", "H", "H", "H"], "positions_angstrom": [[2.184, 0.166, -0.039], [1.041, -0.130, -0.699], [-0.048, -0.920, -0.255], [-1.428, 0.519, 0.030], [-1.193, 1.004, 1.263], [-0.145, -1.367, 1.062], [-3.214, -0.162, -0.416], [2.925, 0.799, -0.508], [2.188, -0.041, 0.954], [0.889, 0.081, -1.755], [-0.469, -1.541, -0.946], [-1.333, 1.274, -0.735], [-1.397, 0.319, 2.044]], "forces_ev_per_a": [[-2.0, 1.0, -3.2], [2.6, -0.2, -0.1], [-3.5, 4.2, 3.6], [1.8, -2.2, -1.0], [-1.1, -1.7, 2.4], [1.1, -0.4, -1.1], [0.0, -0.3, 0.5], [0.1, -0.2, 0.2], [0.6, -0.7, 2.8], [0.3, 0.3, 0.0], [-1.2, -2.1, -1.4], [0.6, 0.3, 0.2], [0.7, 1.9, -2.9]], "lowdin_charge": [0.06, -0.18, -0.20, -0.70, -0.10, -0.03, 0.62, 0.06, 0.02, 0.12, 0.09, 0.06, 0.18], "lumo_ev": 0.6, "spin_multiplicity": 1, "e_homo_ev": -8.714}

=====

# 4
{"formula": "C13H42F3O11Y", "method": "wB97M-V/def2-TZVPD", "symbols": ["Y", "C", "O", "O", "C", "F", "F", "F", "C", "C", "H", "H", "H", "H", "H", "H", "C", "O", "H", "H", "H", "H", "C", "O", "H", "H", "H", "H", "C", "O", "H", "H", "H", "H", "C", "O", "H", "H", "H", "H", "C", "O", "H", "H", "H", "H", "C", "O", "H", "H", "H", "H", "C", "O", "H", "H", "H", "H", "C", "O", "H", "H", "H", "H", "C", "O", "H", "H", "H", "H"], "positions_angstrom": [[3.186, -19.127, -1.981], [0.835, -17.711, -2.220], [1.707, -16.664, -2.255], [1.601, -18.815, -1.773], [-0.517, -17.462, -1.349], [-0.223, -17.154, -0.140], [-1.276, -16.517, -1.903], [-1.363, -18.520, -1.295], [1.206, -15.627, -3.181], [2.425, -14.707, -3.256], [2.280, -13.936, -2.500], [3.307, -15.348, -3.241], [2.368, -14.171, -4.203], [0.406, -14.954, -2.871], [0.926, -15.843, -4.212], [0.509, -17.908, -3.241], [-2.911, -14.971, -2.383], [-3.093, -15.051, -3.809], [-2.190, -15.681, -1.978], [-2.594, -13.962, -2.117], [-3.878, -15.129, -1.905], [-3.643, -14.323, -4.109], [-0.903, -14.824, -5.141], [0.254, -14.732, -5.935], [-1.016, -13.941, -4.512], [-1.802, -14.742, -5.752], [-0.962, -15.762, -4.588], [0.157, -14.017, -6.568], [1.894, -15.048, -0.074], [3.003, -15.515, -0.706], [2.222, -14.424, 0.757], [1.365, -14.300, -0.665], [1.216, -15.882, 0.111], [2.619, -16.018, -1.428], [-0.769, -20.609, -2.435], [0.172, -21.638, -2.331], [-1.821, -20.888, -2.398], [-0.516, -19.832, -1.713], [-0.563, -20.112, -3.383], [1.043, -21.257, -2.203], [-0.972, -15.313, 0.735], [-1.479, -14.160, 1.377], [-0.336, -14.832, -0.008], [-0.581, -15.941, 1.536], [-1.862, -15.791, 0.327], [-2.281, -13.914, 0.911], [-2.111, -17.487, -4.042], [-3.025, -16.871, -4.939], [-1.109, -17.154, -4.313], [-2.424, -17.347, -3.007], [-2.064, -18.552, -4.266], [-3.227, -16.025, -4.533], [4.569, -15.166, -4.952], [4.692, -15.594, -6.286], [4.412, -16.023, -4.297], [5.573, -14.761, -4.830], [3.800, -14.394, -4.908], [3.882, -15.949, -6.659], [2.152, -15.907, -6.173], [2.823, -16.541, -7.229], [1.078, -16.086, -6.130], [2.418, -16.408, -5.242], [2.355, -14.837, -6.139], [2.591, -17.471, -7.181], [1.610, -12.088, -3.761], [2.629, -12.087, -4.744], [0.761, -12.558, -4.258], [1.828, -12.687, -2.877], [1.253, -11.114, -3.427], [2.184, -12.122, -5.594]], "forces_ev_per_a": [[13.9, -2.1, -1.4], [-3.3, 0.2, -0.5], [-2.8, -1.5, -2.2], [-12.7, 2.2, 2.1], [-0.2, -2.0, -0.7], [1.2, -1.3, 0.6], [6.0, -2.5, 1.4], [0.3, 1.9, 0.5], [1.8, 3.3, -0.8], [-1.4, -0.3, -0.2], [1.3, -1.2, 0.3], [-0.3, 0.9, 0.5], [0.0, -0.3, 0.5], [-0.4, -1.0, 1.2], [0.3, -1.7, 0.7], [-0.3, -0.4, 0.0], [-1.8, 1.6, 0.4], [0.1, 4.2, 3.1], [-3.7, 3.3, -1.2], [0.1, 0.2, 0.0], [-0.1, 0.0, 0.1], [-0.2, 0.3, 0.2], [-1.6, 1.5, -0.8], [-2.1, 2.1, 0.7], [0.4, -0.1, 0.6], [0.1, -0.5, -0.2], [0.4, 1.1, -0.5], [-0.2, 0.2, -0.2], [-0.7, 1.1, 1.1], [2.8, -0.8, -0.2], [-0.3, -0.7, 0.6], [-0.3, 0.1, -0.6], [0.5, 0.8, 0.8], [1.2, 0.8, 0.8], [1.4, 1.5, -0.5], [0.2, -1.7, 0.1], [0.4, -0.5, 0.2], [-0.3, -1.8, -0.2], [-0.6, 0.1, -0.6], [-0.2, -0.1, 0.1], [-2.2, 2.5, 1.1], [-0.5, 0.7, 0.8], [0.1, -1.3, -0.1], [0.6, 0.2, -0.4], [0.3, -0.4, -0.3], [-0.1, 0.3, 0.3], [-2.1, -0.9, -1.9], [1.1, -4.7, -1.7], [0.5, -0.2, 0.8], [-0.1, -0.4, -1.0], [-0.4, -0.2, 0.1], [-0.4, -0.7, -0.3], [2.0, 0.6, -3.0], [2.0, 0.6, 1.0], [-0.1, -0.4, 0.5], [-0.2, 0.3, 1.1], [0.9, -0.3, 0.4], [1.2, -0.2, -0.3], [-1.0, -2.0, 0.7], [-2.0, -1.0, -1.5], [1.1, -0.7, -1.4], [1.0, 0.3, 0.5], [0.1, -0.6, -0.3], [0.1, -0.1, -0.5], [-1.5, 0.5, -0.5], [0.4, 0.0, 0.5], [-0.5, -0.2, 0.4], [0.1, 1.2, -0.5], [0.5, 0.3, -0.2], [0.2, 0.3, -0.1]], "lowdin_charge": [2.10, -0.23, -0.12, -0.33, -0.50, 0.15, 0.06, 0.13, -0.14, -0.09, 0.07, 0.06, 0.05, 0.14, 0.08, 0.16, -0.03, -0.09, -0.03, 0.10, 0.11, 0.15, -0.14, -0.17, 0.09, 0.11, 0.03, 0.13, -0.17, -0.09, 0.13, 0.08, 0.06, -0.06, -0.14, -0.07, 0.13, 0.04, 0.08, 0.02, -0.18, -0.08, 0.07, 0.12, 0.10, 0.08, -0.15, -0.08, 0.05, 0.09, 0.09, -0.13, -0.17, -0.10, 0.05, 0.11, 0.05, -0.08, -0.15, -0.02, 0.08, 0.08, 0.11, 0.13, -0.15, -0.07, 0.07, 0.05, 0.10, 0.09], "lumo_ev": -10.6, "charge": 2, "spin_multiplicity": 1, "e_homo_ev": -14.328}

=====

Number 1: F_max 0.025 Eh/bohr, E_tot -7391.11423 Eh. Number 2: F_max 0.124 Eh/bohr, E_tot -363.37848 Eh. Number 3: F_max 0.128 Eh/bohr, E_tot -2905.02765 Eh. Number 4: F_max 0.275 Eh/bohr, E_tot -1684.69684 Eh.